No. 1
# C57H61F9N4OPSSiTeTl

A molecular structure, C57H61F9N4OPSSiTeTl at a distorted geometry (the ωB97M-V functional and the def2-TZVPD basis, OMol25).

maximum force = 0.0240 Eh/bohr
orbital gap (alpha / beta) = 6.34 / 5.94 eV
charge = -1
energy relative to the best compared isomer or geometry (same formula, charge and spin) = 19.0 kcal per mole
spin multiplicity = 2
DFT total energy = -4871.409686 Ha

```
137
Properties=species:S:1:pos:R:3:forces:R:3
Tl 1.742 -1.440 1.188 0.1 -0.1 -0.1
N 0.658 -3.956 3.156 -0.1 0.1 -0.1
C -0.764 -4.234 3.346 0.0 0.1 0.0
C -1.519 -3.101 4.041 0.2 0.1 -0.1
C -1.820 -1.836 3.237 0.1 0.0 0.0
N -0.646 -1.046 2.882 0.0 -0.3 0.2
H 1.151 -4.777 2.829 0.0 0.0 0.0
H 1.091 -3.668 4.026 0.0 0.0 0.0
H -0.926 -5.145 3.937 -0.1 -0.1 0.0
H -1.211 -4.409 2.361 0.0 0.0 0.0
H -0.976 -2.820 4.955 -0.1 -0.1 0.0
H -2.483 -3.509 4.355 0.0 0.0 0.1
H -2.543 -1.252 3.821 -0.1 0.0 0.0
H -2.312 -2.115 2.303 -0.1 0.0 -0.1
H -0.184 -0.689 3.713 0.0 0.1 0.0
H -0.916 -0.236 2.337 0.0 0.0 0.1
C 7.593 0.092 -2.170 0.0 0.1 -0.1
Si 6.405 -1.289 -1.658 0.1 0.0 -0.1
C 6.813 -2.753 -2.762 0.1 -0.1 0.0
C 6.765 -1.647 0.150 0.0 0.0 0.0
C 4.672 -0.626 -1.953 -0.1 0.0 0.1
C 4.463 0.605 -2.550 0.1 0.0 0.1
C 3.188 1.167 -2.615 -0.1 0.1 0.0
C 2.155 0.454 -2.050 0.0 -0.1 0.1
N 2.293 -0.767 -1.516 0.1 0.0 0.0
C 3.527 -1.332 -1.467 -0.1 0.1 -0.2
S 3.689 -2.917 -0.784 0.0 0.1 0.0
H 8.603 -0.142 -1.818 -0.1 0.0 0.0
H 7.304 1.056 -1.738 0.1 -0.1 0.0
H 7.641 0.209 -3.259 0.0 0.0 0.1
H 7.851 -3.065 -2.596 -0.1 0.0 0.0
H 6.706 -2.487 -3.818 0.0 0.0 0.1
H 6.158 -3.600 -2.552 0.0 0.1 0.0
H 7.799 -1.379 0.400 -0.1 0.0 -0.1
H 6.606 -2.700 0.378 0.0 0.0 0.0
H 6.092 -1.070 0.792 0.0 0.0 0.0
H 5.307 1.161 -2.949 -0.1 0.0 0.0
H 3.011 2.142 -3.055 0.0 0.0 0.0
H 1.149 0.869 -2.020 0.1 0.0 0.0
F -6.705 -6.456 -1.640 0.0 0.0 0.0
C -6.838 -5.207 -1.145 0.0 0.0 0.0
F -7.362 -5.333 0.088 0.0 0.0 -0.1
F -7.759 -4.588 -1.910 0.0 -0.1 0.1
C -5.535 -4.469 -1.135 0.1 0.1 0.1
C -4.768 -4.414 0.017 0.0 0.0 0.0
C -3.564 -3.725 0.002 0.0 0.0 0.1
C -3.103 -3.084 -1.146 -0.1 0.1 0.1
C -3.883 -3.172 -2.299 0.0 0.0 0.0
C -5.086 -3.858 -2.297 0.0 0.0 -0.1
P -1.458 -2.222 -1.023 -0.2 -0.3 -0.2
C -1.583 -1.029 -2.416 0.0 0.0 0.1
C -0.536 -0.853 -3.316 0.0 -0.1 0.0
C -0.624 0.100 -4.322 0.0 0.0 0.0
C -1.757 0.890 -4.427 0.0 -0.2 0.0
C -2.791 0.760 -3.507 -0.1 -0.4 -0.2
C -2.694 -0.185 -2.502 -0.1 -0.1 0.0
C -1.862 1.926 -5.504 0.0 0.0 0.0
F -3.107 1.975 -6.028 0.1 0.0 0.0
F -1.593 3.165 -5.042 0.0 0.0 -0.3
F -1.011 1.695 -6.520 -0.1 0.1 0.0
C -0.483 -3.598 -1.765 0.0 0.1 0.0
C -0.681 -4.060 -3.071 0.0 0.0 0.0
C 0.050 -5.123 -3.557 0.0 0.0 0.0
C 0.988 -5.746 -2.736 -0.1 0.0 0.0
C 1.192 -5.307 -1.446 0.0 0.0 0.1
C 0.451 -4.233 -0.961 0.0 0.0 0.1
C 1.801 -6.880 -3.281 0.0 0.0 0.0
F 2.252 -7.697 -2.310 0.0 0.0 -0.1
F 1.081 -7.644 -4.136 0.1 0.0 0.1
F 2.878 -6.452 -3.966 0.0 -0.1 0.0
H -5.113 -4.899 0.921 0.0 0.0 0.0
H -2.967 -3.688 0.907 0.0 0.0 0.0
H -3.560 -2.693 -3.214 0.0 0.0 0.0
H -5.681 -3.919 -3.200 0.0 0.0 0.0
H 0.362 -1.452 -3.221 0.0 0.0 0.0
H 0.188 0.226 -5.026 0.0 0.0 0.0
H -3.661 1.401 -3.577 0.0 -0.1 0.0
H -3.497 -0.277 -1.779 0.0 0.0 0.0
H -1.417 -3.590 -3.712 0.0 0.0 0.0
H -0.107 -5.482 -4.566 0.0 0.0 0.0
H 1.938 -5.777 -0.821 0.0 0.0 0.0
H 0.621 -3.879 0.051 0.0 0.0 -0.1
C -4.149 7.237 -1.227 0.1 -0.1 0.0
C -3.161 6.209 -0.735 0.0 0.1 0.0
C -2.608 6.293 0.535 0.0 0.0 0.0
C -1.706 5.343 1.011 0.1 0.0 0.0
C -1.116 5.563 2.383 -0.1 -0.1 -0.1
C -1.356 4.241 0.212 0.1 0.0 0.0
Te 0.097 2.613 0.878 -0.8 0.8 -0.5
N 1.632 1.273 1.726 0.9 -0.4 0.4
C 2.912 1.270 2.036 0.0 0.0 0.0
O 3.513 0.207 2.369 -0.2 0.0 0.0
C 3.754 2.534 2.057 -0.1 0.0 -0.1
C 3.606 3.585 1.157 0.0 0.0 0.0
C 4.419 4.709 1.240 0.0 0.0 0.0
C 5.395 4.792 2.223 0.0 0.0 0.0
C 5.570 3.732 3.105 0.0 0.0 0.0
C 4.761 2.609 3.014 0.0 0.0 0.1
C -1.124 2.217 2.572 0.0 0.0 0.1
C -2.419 1.708 2.359 0.0 0.1 -0.1
C -2.984 1.462 0.981 0.0 0.0 0.1
C -3.213 1.384 3.457 0.0 0.1 0.0
C -2.759 1.530 4.758 0.0 0.0 0.0
C -3.616 1.140 5.935 0.0 0.0 -0.1
C -1.480 2.033 4.950 0.0 0.0 0.0
C -0.651 2.384 3.888 0.0 0.0 -0.1
C 0.723 2.905 4.227 -0.1 -0.1 -0.1
C -1.885 4.171 -1.089 0.1 -0.1 0.0
C -1.533 3.073 -2.073 0.0 0.4 0.2
C -2.775 5.147 -1.538 0.0 -0.1 0.0
H -4.208 8.081 -0.540 0.0 0.0 0.0
H -5.149 6.804 -1.318 0.0 0.0 0.0
H -3.866 7.616 -2.212 0.0 0.0 0.0
H -2.872 7.132 1.174 0.0 0.0 0.0
H -1.194 6.613 2.671 0.0 0.0 0.0
H -0.064 5.278 2.394 0.0 0.0 0.0
H -1.630 4.967 3.140 0.0 -0.1 0.0
H 2.874 3.518 0.367 -0.1 0.0 0.0
H 4.292 5.517 0.529 0.0 0.0 0.0
H 6.025 5.671 2.294 0.0 0.0 0.0
H 6.350 3.778 3.856 0.0 0.0 0.0
H 4.902 1.768 3.681 0.0 0.0 0.0
H -2.318 0.823 0.393 0.0 0.0 0.0
H -3.100 2.397 0.430 0.0 0.0 0.0
H -3.960 0.977 1.049 0.0 0.0 0.0
H -4.210 0.990 3.284 0.0 0.0 0.0
H -4.576 0.743 5.606 0.0 0.0 0.0
H -3.804 1.998 6.582 0.0 0.0 0.0
H -3.120 0.376 6.538 0.0 0.0 0.0
H -1.108 2.158 5.964 0.0 0.0 0.0
H 0.722 3.367 5.216 0.0 0.0 0.0
H 1.078 3.628 3.496 0.0 0.0 0.0
H 1.447 2.088 4.229 0.0 0.0 0.0
H -1.153 2.178 -1.584 0.0 0.0 0.0
H -0.771 3.419 -2.778 0.0 0.0 0.1
H -2.409 2.794 -2.660 0.2 0.3 0.3
H -3.171 5.063 -2.548 0.0 0.0 0.0
```
Positions in Å, forces in eV/Å.

***

No. 2
# C3H3Br2P

2 unconnected molecules or ions with the total composition C3H3Br2P at a distorted geometry (the ωB97M-V functional and the def2-TZVPD basis, OMol25).

maximum force = 0.0195 Eh/bohr
orbital gap (alpha / beta) = 7.56 / 6.57 eV
charge = 0
energy relative to the best compared isomer or geometry (same formula, charge and spin) = 55.3 kcal per mole
DFT total energy = -5605.374851 Ha

```
9
Properties=species:S:1:pos:R:3:forces:R:3
C -0.579 1.365 0.805 0.4 0.5 -0.8
C -0.017 1.166 -0.275 -0.2 0.1 0.9
C 0.610 0.719 -1.370 0.2 -0.3 -0.4
P -0.470 -2.345 0.088 -0.1 0.2 -0.1
Br 1.225 -2.955 1.354 0.2 0.0 0.0
Br -1.562 -1.012 1.432 -0.2 -0.7 0.1
H -1.001 1.869 1.628 -0.1 0.2 0.4
H 0.141 0.750 -2.342 -0.1 0.0 0.0
H 1.654 0.443 -1.320 0.0 0.0 0.0
```
Positions in Å, forces in eV/Å.

***

No. 3
# C2H12N2O2

3 unconnected molecules or ions with the total composition C2H12N2O2 at a distorted geometry (the ωB97M-V functional and the def2-TZVPD basis, OMol25).

maximum force = 0.0405 Eh/bohr
orbital gap (alpha / beta) = 3.13 / 9.59 eV
charge = -1
energy relative to the best compared isomer or geometry (same formula, charge and spin) = 9.7 kcal per mole
spin multiplicity = 2
DFT total energy = -343.328889 Ha

```
18
Properties=species:S:1:pos:R:3:forces:R:3
C 0.317 1.099 -0.005 0.1 1.5 0.0
C 0.699 0.042 -1.031 0.7 0.4 0.1
N 2.068 0.325 -1.527 -0.1 -0.3 -0.1
N -0.943 0.907 0.658 -0.6 -0.5 -1.0
H 0.242 2.119 -0.420 0.2 -0.4 -0.5
H 1.206 1.205 0.645 -0.3 -0.4 0.3
H 0.067 -0.058 -1.910 -0.4 0.2 0.2
H 0.685 -0.909 -0.493 0.2 -0.1 -0.2
H 2.068 1.140 -2.133 -0.2 -0.1 0.1
H 2.637 0.578 -0.729 0.2 -0.1 0.0
H -1.322 1.712 1.136 0.2 -0.2 0.3
H -1.020 0.029 1.149 0.0 0.0 0.6
H 1.400 -2.615 2.539 -0.8 0.5 -0.7
H -0.205 -2.775 2.958 0.3 0.7 -0.9
O 0.725 -2.938 3.143 0.5 -1.2 1.6
H -2.223 0.265 -1.006 0.7 -0.1 0.3
H -3.621 0.093 -1.338 -1.2 0.1 0.1
O -2.780 -0.219 -1.635 0.6 0.1 -0.2
```
Positions in Å, forces in eV/Å.

***

No. 4
# C3H16NO4

4 unconnected molecules or ions with the total composition C3H16NO4 at a distorted geometry (the ωB97M-V functional and the def2-TZVPD basis, OMol25).

maximum force = 0.1498 Eh/bohr
orbital gap (alpha / beta) = 13.04 / 5.80 eV
charge = +2
energy relative to the best compared isomer or geometry (same formula, charge and spin) = 62.8 kcal per mole
spin multiplicity = 2
DFT total energy = -478.797128 Ha

```
24
Properties=species:S:1:pos:R:3:forces:R:3
C -0.630 0.343 2.042 3.2 0.3 1.3
C -1.001 0.563 0.533 -0.6 -1.2 2.8
C -0.167 1.772 0.159 2.2 1.6 -0.1
O -0.509 -0.565 -0.122 -0.3 0.8 2.3
N 0.295 -0.895 2.100 -1.2 0.4 -1.1
H -0.056 1.183 2.533 0.1 -0.5 -1.5
H -1.244 0.310 2.914 -2.2 -0.8 -0.3
H -2.093 0.643 0.400 0.3 0.3 -0.6
H -0.194 2.606 0.876 -0.7 -0.5 -0.1
H -0.370 2.127 -0.802 -1.0 0.5 -1.6
H 0.911 1.547 0.098 -0.3 -0.5 0.4
H -0.875 -0.650 -0.988 -1.4 0.2 -3.2
H -0.400 -1.722 2.159 2.1 1.1 0.5
H 1.023 -0.764 2.846 -1.0 -0.9 -0.6
H 0.797 -0.936 1.120 0.1 -0.3 2.5
H 2.907 -1.333 -0.313 0.6 -0.1 -0.4
H 1.449 -1.786 -0.388 -2.0 -2.2 -3.1
O 2.064 -1.377 0.122 1.7 2.0 3.4
H 0.951 -0.713 -3.030 0.1 -1.0 -1.0
H 1.088 0.167 -1.952 0.6 1.6 1.0
O 0.866 -0.738 -2.078 0.1 -0.6 -0.7
H -0.988 -0.279 -3.045 0.7 -1.1 -1.8
H -2.321 0.278 -2.724 -7.2 0.5 -2.6
O -1.503 0.217 -2.464 5.8 0.6 4.6
```
Positions in Å, forces in eV/Å.

***

Look up the energy relative to the best compared isomer or geometry (same formula, charge and spin) of the fourth one. 62.8 kcal per mole